Entry from the OMol25 dataset: a structure of composition C9H11BF4N2O10P2Sc at a distorted geometry (ωB97M-V/def2-TZVPD).

Element x y z (Å)
Sc 4.6134 8.0807 10.0253
O 2.5981 10.3661 12.9163
C 3.2636 9.5224 12.2867
O 3.3347 9.3087 11.0472
C 4.1279 8.4821 13.0758
C 4.3633 8.3618 14.4101
C 5.1262 7.2862 14.8995
C 5.5493 6.2949 14.0292
C 5.3217 6.5295 12.6727
N 4.6713 7.6063 12.2584
C 5.8610 5.6474 11.5843
O 6.0987 4.4669 11.8902
O 5.9248 6.2333 10.4676
H 3.9399 8.9127 15.1838
H 5.2732 7.1843 16.0008
H 6.0213 5.3735 14.3845
N 3.5624 7.6307 5.9781
C 4.4116 6.4408 6.4522
C 4.4678 5.5054 5.2929
P 3.3542 5.6830 7.7826
O 4.0950 4.4001 8.3368
O 2.1102 5.1786 7.2019
O 3.3557 6.7643 8.8279
P 5.9813 7.2448 6.9846
O 6.9845 6.0728 7.4129
O 6.4422 8.0327 5.8648
O 5.5591 7.9719 8.2664
H 3.9799 7.9458 5.1280
H 3.5279 8.3495 6.7252
H 2.6494 7.3160 5.6928
H 3.5364 4.9489 5.2196
H 5.2747 4.7845 5.5009
H 4.6243 5.9715 4.3165
H 4.7892 4.5929 8.9868
H 6.8857 5.9108 8.3282
F 4.6913 10.2829 8.9098
B 5.9882 10.6824 9.6429
F 6.9690 10.5346 8.7530
F 6.0816 9.6442 10.5996
F 5.8293 11.9125 10.2421

Forces on atoms 1 to 2 (eV/Å):
Sc 0.2282 -0.3428 -0.3831
O 1.2054 -1.4800 -1.1873

Calculated values
HOMO-LUMO gap = 9.37 eV
Energy above the lowest of the compared OMol25 structures with the same formula, charge and spin = 107.6 kJ/mol
LUMO level = 2.2 eV
2S+1 = 1
Net charge = -1
HOMO = -0.2623 Eh
Total energy = -83813.0333 eV

natural (NBO) population analysis, charges in e, atoms 1 to 5:
1 Sc 1.870
2 O -0.637
3 C 0.784
4 O -0.757
5 C 0.125

=====

Entry from the OMol25 dataset: a cluster of 8 separate species, C11H39N11O9 in total at a distorted geometry (ωB97M-V/def2-TZVPD).

Element x y z (Å)
C 1.5718 1.4995 3.0649
O 0.4412 1.3325 2.2514
C -0.5886 2.3004 2.3700
C -1.5286 2.2304 1.1415
N -2.2806 0.9955 0.9685
C -3.4100 0.6511 1.7444
C -4.4497 0.0221 0.9676
O -3.9786 -1.1405 0.3263
C -4.8865 -1.5340 -0.7555
H 2.0400 0.5670 3.3150
H 1.5025 2.0059 4.0536
H 2.2883 2.1879 2.5906
H -0.0601 3.2671 2.4332
H -1.2002 1.9985 3.2421
H -0.9899 2.3508 0.2224
H -2.2521 3.0857 1.2229
H -1.5773 0.2918 0.8438
H -3.8897 1.5501 2.2059
H -3.2329 0.0830 2.6361
H -4.8252 0.7094 0.1660
H -5.2716 -0.2188 1.6808
H -5.2282 -0.6936 -1.3640
H -5.8151 -2.0167 -0.3476
H -4.3864 -2.2938 -1.4153
N 0.0170 -1.1577 -2.1808
C 0.1108 -0.1071 -1.3476
N 0.3305 -0.2363 -0.0252
O -0.1169 1.0083 -1.8337
H 0.1902 -0.9393 -3.1540
H 0.3166 -2.0785 -1.9229
H 0.6192 -1.1618 0.2673
H 0.4005 0.5464 0.6279
N 2.1395 0.9795 -4.3311
C 2.6501 -0.0845 -3.6716
N 3.5042 0.2328 -2.5746
O 2.4527 -1.2874 -3.9083
H 1.3509 0.7667 -4.8994
H 2.2880 1.8538 -3.8345
H 3.9694 -0.4489 -2.0493
H 3.5965 1.1880 -2.2812
N 1.5877 3.0723 -1.0568
C 1.0172 4.3205 -0.8046
N -0.2813 4.4635 -1.3274
O 1.4923 5.1985 -0.0933
H 0.8838 2.3346 -1.1447
H 2.2636 2.8724 -0.3111
H -0.8259 5.2254 -0.9551
H -0.7489 3.7202 -1.8120
N 4.1177 -3.4832 -0.0593
C 3.1919 -3.2058 -1.0289
N 3.5840 -3.3103 -2.3265
O 2.0883 -2.8462 -0.7537
H 5.0555 -3.7993 -0.2893
H 3.7613 -3.6041 0.8720
H 3.1254 -2.7012 -2.9981
H 4.5849 -3.5442 -2.4724
N -1.5740 -1.8009 3.0898
C -0.5506 -2.3650 2.4198
N -0.8968 -3.2407 1.4598
O 0.5982 -2.0604 2.6156
H -2.4533 -1.7437 2.6600
H -1.3650 -1.2141 3.8721
H -0.2153 -3.6708 0.8129
H -1.7727 -3.6817 1.5606
O -2.9581 1.1283 -2.1803
H -2.8028 1.0719 -1.2135
H -2.0518 1.0274 -2.4627
O 3.3752 -2.5016 2.5386
H 3.5789 -1.5883 2.3565
H 2.3787 -2.3789 2.5864

Forces on atoms 1 to 2 (eV/Å):
C 1.0141 1.5662 0.6462
O -0.0761 -0.6587 0.1084

Calculated values
HOMO-LUMO gap = 9.52 eV
Energy above the lowest of the compared OMol25 structures with the same formula, charge and spin = 0.0 kJ/mol
LUMO level = 0.5 eV
2S+1 = 1
Net charge = 0
HOMO = -0.3324 Eh
Total energy = -46862.6950 eV

natural (NBO) population analysis, charges in e, atoms 1 to 5:
1 C -0.260
2 O -0.581
3 C -0.080
4 C -0.242
5 N -0.674

=====

Entry from the OMol25 dataset: a structure of composition C24H66BO21 at a distorted geometry (ωB97M-V/def2-TZVPD).

Element x y z (Å)
O -0.6029 1.8312 2.5407
C 0.0210 1.2913 1.6248
O -0.4879 0.4983 0.6420
B 0.5589 0.1321 -0.3144
O 1.7572 0.9080 0.0811
C 1.5169 1.4661 1.2994
O 2.2835 2.1572 1.9511
O 0.1133 0.3389 -1.6866
C 0.3545 -0.7539 -2.4564
O 0.3639 -0.8579 -3.7031
C 0.7251 -1.8793 -1.4709
O 0.8193 -1.3257 -0.2150
O 0.9210 -3.0667 -1.8129
C 3.4301 -2.7854 -2.4143
O 4.5508 -2.2546 -3.0758
H 3.0481 -3.6768 -2.9118
H 3.6741 -3.0570 -1.3873
H 2.6325 -2.0426 -2.4313
H 5.1980 -2.9448 -2.9130
C -0.7652 3.8422 3.0352
O 0.0295 5.0194 2.8769
H -0.5131 3.3015 3.9474
H -1.8047 4.0945 2.8258
H -0.5858 3.1363 2.2243
H -0.0494 5.5510 3.6723
C 0.3298 3.6200 0.4238
O 0.0452 4.9394 0.7772
H 1.0054 3.2698 1.2042
H -0.4996 2.9130 0.4020
H 0.8861 3.5828 -0.5128
H -0.0174 4.9757 1.7345
C 1.9865 2.6577 4.2513
O 1.9720 1.3151 3.7893
H 1.0326 3.1776 4.1630
H 2.2731 2.5934 5.3010
H 2.7800 3.1903 3.7271
H 1.6938 1.3734 2.8723
C -1.3137 -3.7672 -1.9940
C -1.3989 -3.2038 -3.3858
O -2.1277 -4.1190 -4.2385
H -0.6597 -3.1382 -1.3902
H -0.8505 -4.7511 -2.0689
H -2.3096 -3.8463 -1.5581
H -0.4065 -3.1261 -3.8299
H -1.8472 -2.2104 -3.3691
H -2.2179 -3.7855 -5.1342
C -3.4799 1.9869 -0.4585
C -1.9623 2.4470 -0.4734
O -1.8221 3.6181 -1.2110
H -3.8530 1.6305 -1.4186
H -4.2174 2.6751 -0.0453
H -3.5996 1.1210 0.1926
H -1.3794 1.5973 -0.8289
H -1.6907 2.7718 0.5310
H -1.9737 4.3036 -0.5562
C 0.8296 -6.4413 -1.8857
C 1.4194 -5.3123 -1.1923
O 0.4838 -4.6424 -0.4324
H 0.4382 -7.2484 -1.2664
H 1.6283 -6.7558 -2.5575
H 0.0099 -6.0681 -2.4996
H 1.8156 -4.5768 -1.8924
H 2.1732 -5.6937 -0.5036
H 0.1601 -3.8910 -0.9345
C -1.9530 1.2405 -2.8887
C -0.9481 1.5103 -3.9923
O -1.4416 2.6391 -4.5862
H -1.7462 0.3239 -2.3361
H -2.9418 1.0028 -3.2808
H -2.0963 2.0710 -2.1974
H -0.9460 0.6910 -4.7113
H 0.0308 1.7455 -3.5746
H -0.8417 2.8257 -5.3121
C -3.0266 0.6986 2.4343
C -2.7656 2.0972 2.9363
O -3.9065 2.8753 2.7543
H -2.1039 0.1629 2.6574
H -3.1450 0.8167 1.3572
H -3.8425 0.2149 2.9713
H -2.0553 2.5608 2.2517
H -2.3871 2.1784 3.9552
H -3.7472 3.7829 3.0238
C -1.0317 -1.5529 1.7943
C -0.7351 -3.0404 1.4015
O 0.2248 -3.6910 2.2952
H -0.1088 -1.0146 1.5783
H -1.2753 -1.5352 2.8566
H -1.8346 -1.1501 1.1769
H -0.3145 -3.2501 0.4181
H -1.6665 -3.6044 1.4525
H 0.2619 -4.6355 2.1271
C -0.5956 0.8776 4.3152
C 0.0630 0.3214 5.6069
O 1.2834 1.0083 5.9014
H -0.5777 1.9675 4.3147
H -1.5827 0.4691 4.0987
H 0.0050 0.5877 3.4531
H 0.2563 -0.7480 5.5225
H -0.5500 0.5054 6.4891
H 1.7140 1.0750 5.0460
C 2.7496 -1.3210 -4.8821
C 2.6451 0.1138 -4.3195
O 1.2558 0.5841 -4.3536
H 3.8015 -1.6066 -4.8735
H 2.3452 -1.4221 -5.8893
H 2.2694 -2.0485 -4.2276
H 3.2341 0.7910 -4.9380
H 3.0454 0.1840 -3.3081
H 0.8017 0.0838 -3.6717
O 4.1928 1.9410 1.9054
H 3.2922 1.6708 1.7262
H 4.1697 2.8969 1.8618

Forces on atoms 1 to 2 (eV/Å):
O 5.0509 -6.1665 -7.4301
C -1.3012 -0.5446 -1.0655

Calculated values
HOMO-LUMO gap = 7.22 eV
Energy above the lowest of the compared OMol25 structures with the same formula, charge and spin = 3117.2 kJ/mol
LUMO level = 0.8 eV
2S+1 = 1
Net charge = -1
HOMO = -0.2370 Eh
Total energy = -69605.1024 eV

Mulliken population analysis, charges in e, atoms 1 to 5:
1 O 0.225
2 C -0.253
3 O -1.023
4 B 0.477
5 O -1.144